{"formula": "C19H48O9P", "method": "the ωB97M-V functional and the def2-TZVPD basis", "e_above_lowest_kj_mol": 15.07, "homo_energy_ev": -3.1468, "spin_multiplicity": 1, "homo_lumo_gap_ev": 5.451, "charge": -1, "species": ["C", "C", "O", "C", "C", "O", "C", "C", "O", "C", "P", "H", "H", "H", "H", "H", "H", "H", "H", "H", "H", "H", "H", "H", "H", "H", "H", "H", "H", "H", "H", "C", "O", "C", "C", "O", "C", "C", "O", "C", "H", "H", "H", "H", "H", "H", "H", "H", "H", "H", "H", "H", "H", "H", "C", "O", "C", "C", "O", "C", "C", "O", "C", "H", "H", "H", "H", "H", "H", "H", "H", "H", "H", "H", "H", "H", "H"], "coordinates": [[3.638382, -3.332796, 3.012565], [4.369495, -2.377984, 2.078880], [3.478640, -1.461754, 1.460879], [3.612954, -0.101659, 1.803271], [2.548890, 0.387938, 2.795965], [1.599402, 1.240173, 2.174079], [0.512951, 0.513944, 1.595694], [-0.477130, 0.002068, 2.652869], [-0.479028, -1.379849, 2.846850], [-1.084544, -2.117001, 1.785103], [-0.799638, -4.018731, 2.003206], [2.615974, -3.483176, 2.660975], [4.141617, -4.301036, 3.045861], [3.596373, -2.939083, 4.029852], [5.136136, -1.817959, 2.627858], [4.879822, -2.931298, 1.284661], [3.494424, 0.484012, 0.887404], [4.619804, 0.092407, 2.193291], [3.011156, 0.970136, 3.596173], [2.060740, -0.484365, 3.243975], [0.017945, 1.215943, 0.922115], [0.888859, -0.319852, 0.993914], [-1.490932, 0.365145, 2.420335], [-0.180849, 0.457585, 3.604316], [-2.166514, -1.900813, 1.764590], [-0.648256, -1.829425, 0.816409], [-2.265385, -4.285216, 2.003636], [-0.778951, -4.160779, 0.507348], [0.663503, -3.726952, 1.977126], [-0.822218, -3.835953, 3.469162], [-0.525223, -5.455396, 2.154123], [-3.867231, 9.135803, 0.528816], [-3.389106, 7.846722, 0.818529], [-3.298895, 7.019266, -0.326343], [-2.273291, 5.928107, -0.127271], [-0.938854, 6.400929, -0.175451], [-0.407945, 6.908966, 1.037714], [0.084838, 5.834119, 1.979770], [-1.000142, 5.170586, 2.593108], [-0.678978, 3.852771, 2.995782], [-4.907881, 9.115200, 0.181310], [-3.816558, 9.717018, 1.447870], [-3.254407, 9.625395, -0.237138], [-3.022269, 7.618571, -1.203019], [-4.273284, 6.550165, -0.525689], [-2.371532, 5.237469, -0.968212], [-2.467991, 5.378806, 0.795720], [-1.126207, 7.559138, 1.543319], [0.457239, 7.508146, 0.743937], [0.717061, 6.307503, 2.746216], [0.704844, 5.120668, 1.423723], [-0.279283, 3.268248, 2.163005], [-1.594986, 3.384878, 3.350970], [0.059361, 3.849902, 3.805097], [-1.726233, -3.819540, -6.815516], [-1.241989, -3.696019, -5.505314], [-2.076276, -4.325099, -4.547273], [-1.309739, -4.708240, -3.304312], [-0.451907, -5.823340, -3.479957], [0.803628, -5.589780, -4.092163], [1.786073, -4.822443, -3.231668], [1.482543, -3.443303, -3.248756], [1.877552, -2.756006, -2.078825], [-2.675776, -3.285196, -6.953062], [-0.981957, -3.386048, -7.482110], [-1.879283, -4.871127, -7.088840], [-2.531330, -5.224735, -4.982359], [-2.884824, -3.639685, -4.255414], [-2.039123, -5.019246, -2.554220], [-0.767883, -3.852483, -2.901261], [0.697345, -5.091896, -5.060518], [1.216235, -6.588005, -4.258057], [2.798570, -4.979331, -3.635247], [1.758882, -5.218070, -2.209482], [1.475357, -3.224083, -1.173796], [1.477758, -1.746100, -2.152761], [2.969474, -2.696874, -1.993337]], "forces_ev_per_angstrom": [[0.0, 0.1, 0.0], [0.0, 0.0, 0.1], [0.1, 0.0, -0.2], [-0.1, 0.0, 0.0], [0.0, 0.0, 0.0], [-0.1, -0.1, 0.1], [0.0, 0.1, -0.1], [0.0, 0.1, 0.1], [0.1, 0.0, 0.0], [-0.1, 0.0, 0.0], [0.1, 0.0, 0.0], [0.0, -0.1, 0.0], [0.0, 0.0, 0.0], [-0.1, 0.0, 0.0], [0.1, 0.0, -0.1], [-0.1, 0.0, 0.0], [0.0, 0.0, 0.0], [0.0, 0.0, 0.0], [0.0, 0.1, 0.0], [0.0, 0.0, 0.0], [0.1, 0.0, 0.0], [0.0, 0.0, 0.1], [0.0, -0.1, -0.1], [0.0, 0.0, 0.0], [0.0, 0.0, 0.0], [0.0, 0.0, 0.0], [0.0, 0.0, 0.0], [0.0, 0.0, 0.0], [0.0, 0.0, 0.0], [0.0, 0.0, 0.0], [0.0, 0.0, 0.0], [-0.1, 0.0, 0.0], [0.2, 0.0, 0.0], [-0.1, 0.0, 0.0], [-0.1, 0.0, 0.0], [0.0, 0.0, 0.0], [0.1, 0.0, 0.1], [0.1, 0.0, 0.1], [-0.1, -0.1, -0.2], [0.0, 0.0, 0.1], [0.0, 0.0, 0.0], [0.0, 0.0, 0.0], [0.0, 0.0, 0.0], [0.0, 0.0, 0.0], [0.0, 0.0, 0.0], [0.0, 0.0, 0.0], [0.0, 0.1, 0.0], [0.0, -0.1, 0.0], [0.0, 0.0, 0.0], [0.0, 0.0, 0.0], [0.0, 0.0, 0.0], [0.0, 0.0, 0.0], [0.0, 0.0, 0.0], [0.0, 0.0, 0.0], [0.0, 0.1, 0.0], [0.1, -0.2, 0.0], [-0.1, 0.0, 0.0], [0.0, 0.1, 0.1], [0.0, -0.1, -0.1], [0.1, 0.0, 0.0], [0.1, 0.0, 0.0], [-0.1, 0.0, 0.0], [0.1, 0.0, 0.1], [0.0, 0.0, 0.0], [0.0, 0.0, 0.0], [0.0, 0.0, 0.0], [0.0, 0.0, 0.0], [0.0, 0.0, 0.0], [0.0, 0.0, 0.0], [0.0, 0.0, -0.1], [0.0, 0.0, 0.0], [0.0, 0.0, 0.0], [0.0, 0.0, 0.1], [0.0, 0.0, 0.0], [0.0, 0.0, 0.0], [0.0, 0.0, 0.0], [0.0, 0.0, 0.0]], "lowdin_charge": [-0.072, -0.272, -0.159, -0.188, -0.177, -0.177, -0.183, -0.239, -0.239, -0.443, 0.187, 0.040, 0.067, 0.069, 0.103, 0.108, 0.126, 0.110, 0.119, 0.129, 0.112, 0.116, 0.113, 0.123, 0.066, 0.053, -0.097, -0.095, -0.083, -0.072, -0.113, -0.119, -0.192, -0.211, -0.186, -0.122, -0.188, -0.213, -0.197, -0.092, 0.086, 0.086, 0.087, 0.124, 0.127, 0.130, 0.124, 0.121, 0.125, 0.126, 0.130, 0.073, 0.091, 0.093, -0.128, -0.191, -0.206, -0.180, -0.123, -0.193, -0.212, -0.206, -0.102, 0.085, 0.084, 0.085, 0.122, 0.128, 0.131, 0.122, 0.119, 0.122, 0.122, 0.133, 0.086, 0.086, 0.084]}